1.
ORCA calculation (the ωB97M-V functional and the def2-TZVPD basis) on an isolated molecule of C18H14ClNO3.

LUMO level: -0.39 eV
ΔE to the lowest compared entry with this formula, charge and spin: 30.72 kcal/mol

Positions of all 37 atoms, in Å:
O (-1.2502, -2.5280, 3.2875)
Cl (-3.0765, -1.8907, 1.0494)
O (0.7387, -1.8377, 2.3841)
O (4.6238, 0.2141, 0.8355)
C (-0.6416, -2.0327, 2.3361)
C (4.5942, 0.3426, 2.2066)
C (3.4028, -0.1760, 2.6525)
C (-1.3396, -1.5183, 1.1481)
C (1.3554, -1.1933, 1.3678)
C (2.7105, -0.5940, 1.5204)
C (-0.6773, -1.1554, 0.0308)
C (3.4214, -0.2612, 0.4397)
C (0.7333, -0.8887, 0.1581)
C (-2.7298, 3.3965, -0.6387)
C (-1.7789, 2.7936, 0.2340)
C (-3.3251, 2.5668, -1.5862)
C (-1.4526, 1.5069, 0.1003)
C (-3.0570, 1.1026, -1.5853)
C (-1.9426, 0.6045, -0.8864)
N (-1.4375, -0.6936, -1.0258)
C (-1.9916, -1.5553, -2.0079)
C (3.0373, -0.7493, -0.9036)
C (1.4917, -0.5532, -1.0667)
H (5.3365, 0.8208, 2.8919)
H (3.1005, -0.2008, 3.6544)
H (-2.9512, 4.4851, -0.6412)
H (-1.3020, 3.3942, 0.9802)
H (-4.0513, 3.0351, -2.2787)
H (-0.7486, 1.1216, 0.7275)
H (-3.3977, 0.5737, -2.4803)
H (-3.0258, -1.8575, -1.9500)
H (-1.4471, -2.5120, -2.0302)
H (-1.9355, -1.0836, -3.0191)
H (3.5423, -0.1072, -1.6156)
H (3.1455, -1.8400, -1.1109)
H (1.0961, -1.1886, -1.9374)
H (1.2294, 0.4590, -1.2408)

=====

2.
ORCA calculation (the ωB97M-V functional and the def2-TZVPD basis) on a structure of composition C18H14FN6O8V.

LUMO level: -9.89 eV
total charge: +2
ΔE to the lowest compared entry with this formula, charge and spin: 8.26 kcal/mol

Positions of all 48 atoms, in Å:
V (1.2412, 0.2263, 0.3701)
O (-0.7006, -0.8932, 3.6542)
C (0.1245, -0.8010, 2.8064)
N (0.0588, 0.2067, 1.7698)
C (-0.8893, 1.2822, 2.0426)
C (-0.9404, 2.1124, 0.8114)
C (-1.8257, 3.1472, 0.5849)
C (-1.7643, 3.8218, -0.6214)
C (-0.8155, 3.4484, -1.5736)
C (0.0353, 2.4097, -1.2975)
N (-0.0251, 1.7574, -0.1085)
C (1.3374, -1.6327, 2.6304)
C (1.7294, -2.6479, 3.4677)
C (2.9033, -3.3271, 3.1506)
C (3.6180, -2.9642, 2.0193)
C (3.1512, -1.9340, 1.2188)
N (2.0294, -1.2828, 1.5420)
H (-0.5645, 1.8677, 2.9087)
H (-1.8617, 0.8504, 2.2941)
H (-2.5602, 3.4026, 1.3365)
H (-2.4564, 4.6262, -0.8305)
H (-0.7470, 3.9544, -2.5259)
H (0.7784, 2.0708, -2.0067)
H (1.1299, -2.8900, 4.3350)
H (3.2536, -4.1331, 3.7815)
H (4.5324, -3.4715, 1.7464)
H (3.6728, -1.6272, 0.3216)
F (-3.6860, -0.0921, 0.2099)
C (-2.9975, -0.1908, -0.9205)
C (-2.1344, -1.1827, -1.1241)
N (-1.3863, -1.2623, -2.2911)
C (-0.3999, -2.2955, -2.4479)
C (0.7045, -2.2372, -1.4281)
O (1.5018, -3.0361, -1.1242)
O (0.7356, -0.9408, -0.7477)
C (-1.5810, -0.3838, -3.3570)
O (-0.9488, -0.4545, -4.3796)
N (-2.5281, 0.5937, -3.1154)
C (-3.2326, 0.8419, -1.9391)
O (-3.9277, 1.8134, -1.7956)
H (-2.0040, -1.9733, -0.3958)
H (0.0792, -2.1765, -3.4249)
H (-0.8300, -3.2984, -2.4180)
H (-2.6994, 1.2286, -3.8854)
O (2.6203, 1.0403, -0.7728)
N (2.7761, 1.9542, 0.1811)
O (3.0447, 3.0734, 0.0312)
O (2.4486, 1.3994, 1.3171)

=====

3.
ORCA calculation (the ωB97M-V functional and the def2-TZVPD basis) on a structure of composition C18H14I2NNiO6S2.

LUMO level (alpha / beta): 1.78 / 1.75 eV
total charge: -1
ΔE to the lowest compared entry with this formula, charge and spin: 0.00 kcal/mol
2S+1: 3

Positions of all 44 atoms, in Å:
Ni (0.0699, 0.2257, -0.3824)
N (1.8358, 0.2023, -1.8108)
C (2.9846, -0.2224, -1.0873)
C (4.1008, 0.6031, -1.0335)
C (5.2077, 0.2313, -0.2882)
C (5.1979, -0.9707, 0.4042)
C (4.0827, -1.7912, 0.3355)
C (2.9599, -1.4435, -0.4138)
C (1.7693, -2.3261, -0.4991)
C (1.9852, -3.7080, -0.5580)
C (0.9207, -4.5878, -0.6143)
C (-0.3695, -4.0742, -0.6216)
C (-0.5747, -2.7025, -0.5770)
C (0.4751, -1.7753, -0.5129)
H (1.4522, -0.5143, -2.4172)
H (2.0317, 1.0468, -2.3370)
H (4.0912, 1.5449, -1.5713)
H (6.0724, 0.8817, -0.2526)
H (6.0521, -1.2666, 1.0000)
H (4.0609, -2.7159, 0.8987)
H (3.0004, -4.0892, -0.5798)
H (1.0945, -5.6568, -0.6532)
H (-1.2218, -4.7432, -0.6665)
H (-1.6001, -2.3589, -0.5985)
O (0.5234, 1.2640, 1.5448)
S (-0.4167, 2.3937, 1.6843)
O (-1.8176, 1.8704, 2.4691)
O (-1.0721, 2.6720, 0.3254)
C (-3.0471, 2.0164, 1.8541)
C (-3.9276, 2.8614, 2.5213)
C (-5.1704, 3.1571, 1.9900)
C (-5.5435, 2.6262, 0.7641)
C (-4.6837, 1.7616, 0.1100)
C (-3.4412, 1.4370, 0.6422)
S (-2.5881, 0.0660, -0.1192)
O (-1.5862, -0.3100, 0.8856)
O (-3.6326, -0.8927, -0.3669)
O (-1.8520, 0.4686, -1.3503)
H (-3.6056, 3.2807, 3.4651)
H (-5.8403, 3.8153, 2.5291)
H (-6.5067, 2.8634, 0.3317)
H (-4.9787, 1.2912, -0.8186)
I (0.7220, 3.2909, -0.9773)
I (2.7861, 4.2778, -2.6481)

=====

4.
ORCA calculation (the ωB97M-V functional and the def2-TZVPD basis) on a structure of composition C18H14N3O7P2Zn.

LUMO level: 2.58 eV
total charge: -1

Positions of all 45 atoms, in Å:
Zn (0.8416, 0.1020, 0.0099)
C (1.4865, -4.1644, 0.5414)
C (1.7225, -2.8069, 0.2634)
N (0.7458, -1.9864, -0.0517)
C (-0.5300, -2.4339, -0.1355)
C (-0.8496, -3.7919, 0.0841)
C (0.2139, -4.6504, 0.4420)
C (-2.1911, -4.2233, -0.0305)
C (-3.1619, -3.2972, -0.2987)
C (-2.8681, -1.9368, -0.4818)
C (-1.5615, -1.4579, -0.4324)
N (-1.1196, -0.1806, -0.5513)
C (-1.8226, 0.9339, -0.8500)
C (-3.0814, 1.0563, -1.4370)
C (-3.6862, 2.3063, -1.6354)
C (-3.0840, 3.4787, -1.2612)
C (-1.7829, 3.4293, -0.7140)
C (-1.0625, 4.5757, -0.3143)
C (0.2098, 4.4538, 0.1739)
C (0.7894, 3.1774, 0.2420)
N (0.1330, 2.0976, -0.1060)
C (-1.1397, 2.1796, -0.5496)
H (2.3145, -4.7912, 0.8421)
H (2.7252, -2.3945, 0.2870)
H (-0.0070, -5.6928, 0.6441)
H (-2.4295, -5.2724, 0.0967)
H (-4.1964, -3.6138, -0.3703)
H (-3.6925, -1.2561, -0.6219)
H (-3.6103, 0.1784, -1.7742)
H (-4.6679, 2.3332, -2.0945)
H (-3.5834, 4.4317, -1.3874)
H (-1.5310, 5.5493, -0.4057)
H (0.7749, 5.3165, 0.5001)
H (1.8113, 3.0337, 0.5754)
O (2.8800, 1.2681, 3.4229)
P (2.6888, 0.1762, 2.2368)
O (3.3571, -1.0883, 2.5837)
O (1.2179, 0.2030, 1.8929)
O (3.4797, 0.9791, 1.0363)
P (3.6965, 0.3457, -0.4601)
O (4.5218, 1.5714, -1.1280)
O (4.5195, -0.8763, -0.4418)
O (2.3465, 0.3375, -1.1418)
H (3.7228, 1.0527, 3.8486)
H (5.4602, 1.3480, -1.0481)

=====

5.
ORCA calculation (the ωB97M-V functional and the def2-TZVPD basis) on a structure of composition C18H15BClF4N4PdS.

LUMO level: 2.24 eV
total charge: -1
ΔE to the lowest compared entry with this formula, charge and spin: 7.28 kcal/mol

Positions of all 45 atoms, in Å:
Pd (0.3282, 0.0546, 0.1376)
C (-0.6913, 0.3712, 6.6984)
C (-0.2377, -0.0016, 5.3154)
C (0.5222, -1.1523, 5.0998)
C (0.8544, -1.4196, 3.7852)
N (0.4887, -0.6435, 2.7745)
C (-0.2208, 0.4667, 3.0768)
S (-0.6367, 1.5108, 1.7633)
N (-0.5994, 0.7990, 4.3260)
H (0.1318, 0.3021, 7.4115)
H (-1.4732, -0.3126, 7.0361)
H (-1.0897, 1.3827, 6.6995)
H (0.8276, -1.7930, 5.9151)
H (1.4416, -2.2961, 3.5225)
N (-3.3393, -2.0311, -4.6113)
C (-2.8263, -2.0764, -3.5848)
C (-2.1937, -2.2546, -2.3071)
C (-1.7256, -3.5160, -1.9583)
C (-1.1549, -3.6977, -0.7140)
C (-1.0583, -2.5999, 0.1251)
N (-1.4845, -1.3785, -0.2107)
C (-2.0495, -1.1974, -1.4092)
H (-1.8173, -4.3364, -2.6580)
H (-0.7841, -4.6625, -0.3980)
H (-0.6127, -2.6773, 1.1105)
H (-2.3892, -0.1959, -1.6490)
Cl (1.8162, -1.1637, -1.7715)
C (2.0963, 0.5167, -2.2845)
C (2.1313, 0.7870, -3.6326)
C (2.1926, 2.1155, -4.0316)
C (2.2091, 3.1240, -3.0818)
C (2.1813, 2.8157, -1.7308)
C (2.1303, 1.4950, -1.2923)
C (1.9829, 1.1185, 0.1357)
H (2.0516, -0.0137, -4.3541)
H (2.1769, 2.3557, -5.0861)
H (2.2059, 4.1600, -3.3933)
H (2.1523, 3.6069, -0.9923)
H (1.9812, 1.9787, 0.7997)
H (2.7384, 0.3878, 0.4518)
F (-2.9407, 1.6307, -2.5844)
B (-1.6526, 2.0319, -3.0153)
F (-0.7016, 1.3699, -2.1917)
F (-1.5041, 3.4145, -2.8974)
F (-1.4571, 1.6240, -4.3440)